# 1
DFT (the ωB97M-V functional and the def2-TZVPD basis) results for a structure of composition C13H8N2O5SeSm at a distorted geometry.

Structure (XYZ):
```
30
Properties=species:S:1:pos:R:3
O -1.723 6.219 -0.353
C -1.427 5.101 -0.326
Sm -0.794 2.667 -0.064
O -1.999 4.522 2.802
C -1.635 3.990 1.838
C -0.357 3.337 -2.554
O -0.146 3.642 -3.644
C 1.096 4.269 0.403
O 1.945 5.010 0.663
C -3.254 2.962 -0.636
O -4.387 3.067 -0.847
C 2.318 -0.761 1.349
N 1.096 -1.149 0.668
C -0.114 -0.545 0.789
Se -0.547 0.761 2.051
N -0.975 -1.236 -0.039
C -0.315 -2.324 -0.604
C -0.890 -3.509 -1.045
C -0.081 -4.650 -1.032
C 1.249 -4.592 -0.577
C 1.815 -3.383 -0.169
C 1.003 -2.258 -0.176
H 2.092 -0.533 2.391
H 2.800 0.087 0.851
H 2.983 -1.616 1.294
H -1.994 -1.156 0.007
H -1.937 -3.508 -1.349
H -0.485 -5.606 -1.361
H 1.836 -5.505 -0.540
H 2.827 -3.305 0.213
```

Output
- HOMO energy (spin up / spin down) (eV) = -17.56 / -17.57
- expectation value of S² = 8.790
- HOMO-LUMO gap (spin up / spin down) (Ha) = 0.1597 / 0.1695
- multiplicity = 6
- net charge = +3



# 2
DFT (the ωB97M-V functional and the def2-TZVPD basis) results for an isolated molecule of C13H8O4 at a distorted geometry.

Structure (XYZ):
```
25
Properties=species:S:1:pos:R:3
O 0.361 3.536 1.157
C 0.262 2.743 0.252
C 1.238 2.687 -0.910
C 0.859 2.184 -2.079
C -0.566 1.730 -2.212
O -1.215 1.819 -3.230
C -1.210 1.180 -0.953
O -2.178 0.188 -0.974
C -1.539 -1.068 -1.009
O -1.664 -1.789 -1.961
C -0.660 -1.526 0.141
C -1.132 -2.238 1.217
C -0.241 -2.570 2.211
C 1.085 -2.250 2.148
C 1.558 -1.537 1.057
C 0.676 -1.181 0.074
C -0.823 1.692 0.209
H 2.267 3.019 -0.793
H 1.532 2.097 -2.926
H -2.181 -2.514 1.247
H -0.622 -3.108 3.075
H 1.811 -2.505 2.913
H 2.613 -1.293 1.000
H 1.059 -0.610 -0.768
H -1.291 1.315 1.115
```

Output
- HOMO energy (eV) = -9.90
- HOMO-LUMO gap (Ha) = 0.3140
- multiplicity = 1



no.,calculated total energy (Eh)
1,-4044.1843
2,-801.0804